# 1
ORCA calculation (ωB97M-V/def2-TZVPD) on C17H25NPd as an isolated structure at a distorted geometry.

```
44
Properties=species:S:1:pos:R:3:mulliken_spin:R:1
C 2.7969 -1.7440 -0.8079 0.0096
C -0.5566 -2.1297 -0.4314 0.0240
C 1.7923 -1.9587 0.3161 0.7712
H 3.2106 -0.7266 -0.7687 0.0058
C -0.6031 -2.1988 1.0449 0.1396
H -1.5834 -2.3192 -0.7895 0.0274
H 1.5763 -3.0482 0.2592 -0.0039
H -1.5847 -2.5447 1.3826 0.0025
C 1.8363 -1.7202 1.7459 0.0483
H 1.9523 -0.6755 2.0347 -0.0235
H 2.6478 -2.2921 2.2156 0.0388
C 1.6939 -1.7848 -1.9421 0.0659
H 2.1169 -2.2148 -2.8611 -0.0022
H 1.4111 -0.7503 -2.1853 -0.0120
C 0.4090 -2.6001 -1.5270 -0.0072
H 0.7050 -3.6373 -1.3265 -0.0080
H -0.1994 -2.6591 -2.4347 -0.0043
C 0.4372 -2.3072 2.1643 0.0172
H 0.5562 -3.3627 2.4507 0.0006
H 0.0700 -1.7834 3.0567 -0.0105
Pd -0.7582 -0.4630 0.3807 0.6364
H 3.6578 -2.3857 -0.9874 0.0195
C -0.6105 1.5424 -1.9910 0.0107
N -1.6744 1.0009 -1.1284 0.0421
C -2.7258 0.3942 -1.9593 -0.0030
C -2.2279 2.0668 -0.2358 0.0035
C -1.1601 2.4179 0.7450 -0.1068
C -1.0182 3.7201 1.2523 0.0281
C 0.0717 4.0125 2.0760 -0.0034
C 0.9989 3.0180 2.3864 0.0216
C 0.8255 1.7070 1.8983 -0.0930
C -0.2841 1.4273 1.1218 0.3607
H -0.3185 0.7675 -2.7119 0.0012
H 0.2648 1.8280 -1.4006 -0.0113
H -0.9823 2.4218 -2.5451 0.0003
H -3.5164 -0.0078 -1.3150 0.0035
H -3.1535 1.1477 -2.6420 0.0023
H -2.2832 -0.4182 -2.5492 0.0004
H -2.5431 2.9372 -0.8312 0.0021
H -3.1104 1.6494 0.2734 0.0070
H -1.7544 4.4743 0.9653 -0.0006
H 0.1973 5.0221 2.4729 0.0011
H 1.8688 3.2385 3.0054 0.0000
H 1.5518 0.9386 2.1232 -0.0016
```

As for the expectation value of S²: 2.008. The calculation puts the energy above the lowest of the compared OMol25 structures with the same formula, charge and spin at 49.2 kcal per mole. The spin multiplicity is 3. The charge is 0.

# 2
ORCA calculation (ωB97M-V/def2-TZVPD) on a 2-piece molecular cluster, C6H6NO6 overall at a distorted geometry.

```
19
Properties=species:S:1:pos:R:3:mulliken_charge:R:1
C -3.1106 1.1136 -0.4801 0.8150
C 1.2180 -0.0401 0.1891 0.3923
C -0.9022 0.1213 1.6078 -0.8528
C -0.1578 0.6438 0.4180 0.0008
C -1.3597 -0.1891 0.2847 0.1105
C 3.2838 0.1346 -0.9849 -0.5364
N -1.5255 -1.4416 -0.3083 1.0069
O -3.2338 0.5799 -1.5042 -0.4418
O -3.3839 1.8364 0.4105 -0.5236
O 1.6812 -1.0256 0.7368 -0.6117
O -1.1571 -1.6310 -1.4611 -0.6756
O -2.2420 -2.1791 0.3049 -0.7268
O 2.0771 0.6303 -0.7031 -0.2998
H -0.5199 -0.7264 2.2692 0.1999
H -1.6311 0.6792 2.1899 0.2346
H -0.0803 1.7482 0.1174 0.2569
H 3.9639 -0.1018 -0.0083 0.2072
H 3.8938 0.7730 -1.7473 0.1914
H 3.1863 -0.9258 -1.3309 0.2529
```

The calculation puts the energy above the lowest of the compared OMol25 structures with the same formula, charge and spin at 13.5 kcal per mole. The charge is -1.

# 3
ORCA calculation (ωB97M-V/def2-TZVPD) on one molecule with the formula C3H4OS at a distorted geometry.

```
9
Properties=species:S:1:pos:R:3:mulliken_charge:R:1
S -1.2625 -0.2831 -2.3677 -0.1659
C 0.0217 0.3305 -1.1682 -0.5777
C -0.3060 0.5926 0.2598 0.2928
C 0.2040 -0.6311 1.0133 -0.4289
O 0.9160 0.6949 0.9484 -0.3853
H 1.0274 0.4183 -1.5274 0.3896
H -1.2032 1.2524 0.6661 0.3221
H 0.5747 -1.5339 0.2056 0.1866
H 0.0280 -0.8407 1.9702 0.3667
```

The calculation puts the energy above the lowest of the compared OMol25 structures with the same formula, charge and spin at 90.2 kcal per mole. As for the SMILES: S=C[C@H]1CO1. The charge is 0.

# 4
ORCA calculation (ωB97M-V/def2-TZVPD) on one molecule with the formula C5H7N at a distorted geometry.

```
13
Properties=species:S:1:pos:R:3:mulliken_charge:R:1
C -0.7178 -1.3197 -0.3231 -0.5559
C 1.0242 -0.6958 -0.3031 -0.5371
C -0.6154 -0.0525 -0.8959 0.0310
N -0.4104 1.1771 -0.1606 -0.4744
C -0.0956 0.9424 1.2610 -0.2349
C 0.9397 0.7621 0.2497 -0.0350
H -1.0312 -1.5033 0.6979 0.1949
H -1.0361 -2.1177 -1.0116 0.2615
H 1.5525 -0.6596 -1.2632 0.2832
H -0.7564 0.0660 -1.9647 0.4001
H -0.4387 0.0532 1.7799 0.1151
H -0.1702 1.8671 1.8185 0.2486
H 1.7553 1.4808 0.1153 0.3028
```

The calculation puts the energy above the lowest of the compared OMol25 structures with the same formula, charge and spin at 126.2 kcal per mole. As for the SMILES: C1[C@H]2[C@@H]1N1C[C@@H]21. The charge is 0.

# 5
ORCA calculation (ωB97M-V/def2-TZVPD) on a 2-piece molecular cluster, C3H11N2S overall at a distorted geometry.

```
17
Properties=species:S:1:pos:R:3:mulliken_charge:R:1
C 0.2482 -2.2745 0.6592 -0.7744
S 0.6727 -0.5806 1.1650 -0.1140
C 2.1385 -0.3632 0.1083 -0.9137
H 1.1706 -2.8386 0.5678 0.2822
H -0.2579 -2.2986 -0.3033 0.2753
H -0.3604 -2.7212 1.4355 0.3147
H 2.6215 0.5680 0.3983 0.3531
H 2.8420 -1.1690 0.2896 0.3580
H 1.8627 -0.3446 -0.9426 0.3150
N -0.5547 2.2470 -0.0690 -0.2178
C -1.7200 1.7866 -0.4483 0.2791
N -1.9296 0.5428 -0.7743 -0.2078
H 0.2623 1.6762 0.1298 0.0482
H -0.3898 3.2431 -0.1050 0.2521
H -2.5996 2.3873 -0.2395 0.3490
H -2.8648 0.2168 -0.9576 0.2525
H -1.1416 -0.0776 -0.9139 0.1484
```

The calculation puts the energy above the lowest of the compared OMol25 structures with the same formula, charge and spin at 8.7 kcal per mole. The charge is +1.

# 6
ORCA calculation (ωB97M-V/def2-TZVPD) on C8H14O15S3Ti as an isolated structure at a distorted geometry.

```
41
Properties=species:S:1:pos:R:3:mulliken_spin:R:1
Ti 0.6915 -2.4739 -0.0432 3.0091
S 4.0588 -3.4858 3.3187 0.0126
O 4.6691 -2.6233 4.2985 -0.0028
O 4.6471 -4.7999 3.3225 -0.0041
O 2.7024 -3.6502 3.6474 -0.0102
O 4.1190 -2.8924 2.0280 -0.0098
S -1.8483 -6.6736 -0.3466 0.0017
O -2.5084 -6.5149 0.9408 0.0004
O -2.5364 -7.7865 -0.9698 -0.0023
O -1.8841 -5.4613 -1.0967 -0.0034
O -0.4405 -7.0338 -0.0763 0.0004
C -1.2873 0.4558 -7.2259 -0.0002
C -1.0593 1.1861 -5.9475 -0.0029
O -0.6165 2.4833 -6.4078 0.0004
C 0.1407 2.2070 -7.5579 0.0001
O 0.8384 3.0547 -8.1271 0.0000
O -0.2527 1.0114 -8.0607 0.0000
H -2.2898 0.5745 -7.6369 0.0001
H -1.2292 -0.6130 -7.0200 0.0003
H -0.4160 0.6526 -5.2477 0.0025
H -1.8713 1.4777 -5.2814 -0.0004
C 3.7449 3.4277 4.6153 0.0003
C 3.3434 2.8468 3.2767 -0.0017
O 3.0355 4.0807 2.5513 -0.0006
C 3.5095 5.1184 3.2027 -0.0001
O 3.5931 6.2164 2.6877 0.0000
O 4.0339 4.6991 4.3099 -0.0001
H 4.5829 2.7878 4.8918 0.0000
H 2.9186 3.2732 5.3093 0.0000
H 2.7783 1.9377 3.0710 0.0030
H 4.2972 2.4931 2.8851 -0.0003
C -3.5422 1.1987 2.8563 0.0002
S -3.6888 1.1497 1.0247 0.0084
O -2.3166 0.7514 0.4937 -0.0015
C -4.7066 -0.3909 0.7367 -0.0004
H -2.6209 1.6861 3.1753 0.0002
H -3.6669 0.2183 3.3160 0.0001
H -4.3759 1.8054 3.2096 -0.0002
H -4.1883 -1.2284 1.2036 0.0009
H -4.6079 -0.6052 -0.3275 0.0004
H -5.7505 -0.5604 1.0006 0.0001
```

The total energy is -3485.47702 Eh. As for the expectation value of S²: 3.763. The spin multiplicity is 4. The charge is -3.

# 7
ORCA calculation (ωB97M-V/def2-TZVPD) on a 13-piece molecular cluster, C5H38N2O12 overall at a distorted geometry.

```
57
Properties=species:S:1:pos:R:3:mulliken_spin:R:1
C 0.4014 1.1238 0.8382 0.9303
N 0.3302 0.7789 -0.5938 -0.6968
C 1.7460 -1.8112 -1.3220 0.1451
C 0.2383 -1.8059 -1.0908 -0.2739
C -0.3813 -0.4621 -1.0006 0.4122
C -1.8037 -0.3670 -0.0673 -0.1606
N -2.6411 -1.3563 -0.6203 -0.0403
H 0.4284 2.2555 1.1144 -0.2823
H -0.5845 0.8461 1.4150 -0.0480
H 1.1678 0.5294 1.2611 0.0569
H 1.2530 0.6456 -1.0737 0.1423
H 2.0855 -2.7833 -1.6518 -0.0100
H 2.0991 -1.1125 -2.1475 0.0133
H 2.2854 -1.5843 -0.3347 0.0101
H -0.1867 -2.2299 -0.0638 0.0138
H -0.3478 -2.5482 -1.7585 0.0063
H -0.8386 -0.0645 -2.0926 0.1763
H -2.1879 0.6577 -0.1218 0.1839
H -1.5874 -0.6011 0.9898 0.0935
H -2.4106 -1.6779 -1.5471 -0.0333
H -3.4966 -0.8479 -0.9056 -0.0386
H -0.9141 2.1678 3.1257 -0.0026
H -1.5106 2.0143 4.5055 0.0019
O -0.7479 2.2177 4.0194 -0.0150
H -4.0774 -1.9029 1.6979 0.0067
H -2.8533 -2.5859 2.2914 -0.0137
O -3.5230 -1.9434 2.5221 0.0101
H 1.3051 2.6021 3.4876 -0.0098
H 2.7456 2.4632 3.8664 0.0111
O 2.1130 2.1150 3.1532 -0.0112
H 2.3346 -0.2976 -4.6966 -0.0374
H 0.8567 -0.3958 -4.3556 -0.0061
O 1.6188 -0.6679 -5.0430 0.0946
H -1.3868 -4.2677 -0.2344 -0.0030
H -0.0169 -3.8960 0.3194 0.0077
O -0.3750 -4.5703 -0.2616 0.0176
H 3.9320 2.3501 -2.6429 -0.0673
H 2.3384 2.6663 -2.8756 0.0295
O 3.1558 2.3151 -3.3050 0.2667
H -1.6558 3.8420 -1.1336 0.1170
H -2.7119 2.9483 -0.5798 -0.0236
O -2.6276 3.8337 -1.0467 0.1514
H -2.5067 -0.8345 3.0506 0.0572
H -1.9938 0.3523 4.0779 0.0047
O -1.7846 -0.1839 3.2748 -0.1061
H 4.3013 2.3085 0.6429 -0.0114
H 3.4250 1.2529 1.5500 0.0729
O 4.2671 1.4941 1.1046 -0.0631
H 0.2016 3.4063 -1.9808 0.0104
H 1.0471 3.7008 -0.7181 0.2853
O 0.1849 3.8323 -1.0641 -0.4128
H 1.7231 -2.4874 3.3023 -0.0060
H 0.7470 -1.3125 3.2833 -0.0036
O 1.1457 -1.9747 2.7037 0.0353
H -0.8692 -3.2631 -3.8512 -0.0072
H -2.0877 -2.4170 -3.3629 -0.0029
O -1.3695 -2.4669 -4.0535 0.0227
```

As for the expectation value of S²: 0.751. The calculation puts the energy above the lowest of the compared OMol25 structures with the same formula, charge and spin at 150.1 kcal per mole. The spin multiplicity is 2. The charge is -1.

# 8
ORCA calculation (ωB97M-V/def2-TZVPD) on C6H8 as an isolated structure.

```
14
Properties=species:S:1:pos:R:3:mulliken_charge:R:1
C -1.3087 -0.3198 -0.8708 -0.1581
C -0.3337 -1.2535 -0.7529 -0.5480
C 0.0899 0.1205 -1.1634 -0.4556
C 0.9517 0.6880 -0.0191 -0.5503
C 0.3892 0.7022 1.3688 -0.2669
C 1.0796 -0.4020 0.9994 -0.4067
H -1.5237 0.3138 0.3943 -0.0607
H -2.3095 -0.1773 -1.2708 0.4324
H -0.1534 -2.3108 -0.8750 0.3726
H 0.3632 0.3923 -2.1832 0.3975
H 1.7408 1.3942 -0.2825 0.4067
H 0.2774 1.3705 2.2164 0.4183
H -1.0623 0.6427 1.0721 0.0358
H 1.7667 -1.1452 1.3840 0.3830
```

The calculation puts the energy above the lowest of the compared OMol25 structures with the same formula, charge and spin at 161.1 kcal per mole. The charge is 0.

> Which value of charge does entry 2 give?

-1

Copy entry 7 word for word.
ORCA calculation (ωB97M-V/def2-TZVPD) on a 13-piece molecular cluster, C5H38N2O12 overall at a distorted geometry.

```
57
Properties=species:S:1:pos:R:3:mulliken_spin:R:1
C 0.4014 1.1238 0.8382 0.9303
N 0.3302 0.7789 -0.5938 -0.6968
C 1.7460 -1.8112 -1.3220 0.1451
C 0.2383 -1.8059 -1.0908 -0.2739
C -0.3813 -0.4621 -1.0006 0.4122
C -1.8037 -0.3670 -0.0673 -0.1606
N -2.6411 -1.3563 -0.6203 -0.0403
H 0.4284 2.2555 1.1144 -0.2823
H -0.5845 0.8461 1.4150 -0.0480
H 1.1678 0.5294 1.2611 0.0569
H 1.2530 0.6456 -1.0737 0.1423
H 2.0855 -2.7833 -1.6518 -0.0100
H 2.0991 -1.1125 -2.1475 0.0133
H 2.2854 -1.5843 -0.3347 0.0101
H -0.1867 -2.2299 -0.0638 0.0138
H -0.3478 -2.5482 -1.7585 0.0063
H -0.8386 -0.0645 -2.0926 0.1763
H -2.1879 0.6577 -0.1218 0.1839
H -1.5874 -0.6011 0.9898 0.0935
H -2.4106 -1.6779 -1.5471 -0.0333
H -3.4966 -0.8479 -0.9056 -0.0386
H -0.9141 2.1678 3.1257 -0.0026
H -1.5106 2.0143 4.5055 0.0019
O -0.7479 2.2177 4.0194 -0.0150
H -4.0774 -1.9029 1.6979 0.0067
H -2.8533 -2.5859 2.2914 -0.0137
O -3.5230 -1.9434 2.5221 0.0101
H 1.3051 2.6021 3.4876 -0.0098
H 2.7456 2.4632 3.8664 0.0111
O 2.1130 2.1150 3.1532 -0.0112
H 2.3346 -0.2976 -4.6966 -0.0374
H 0.8567 -0.3958 -4.3556 -0.0061
O 1.6188 -0.6679 -5.0430 0.0946
H -1.3868 -4.2677 -0.2344 -0.0030
H -0.0169 -3.8960 0.3194 0.0077
O -0.3750 -4.5703 -0.2616 0.0176
H 3.9320 2.3501 -2.6429 -0.0673
H 2.3384 2.6663 -2.8756 0.0295
O 3.1558 2.3151 -3.3050 0.2667
H -1.6558 3.8420 -1.1336 0.1170
H -2.7119 2.9483 -0.5798 -0.0236
O -2.6276 3.8337 -1.0467 0.1514
H -2.5067 -0.8345 3.0506 0.0572
H -1.9938 0.3523 4.0779 0.0047
O -1.7846 -0.1839 3.2748 -0.1061
H 4.3013 2.3085 0.6429 -0.0114
H 3.4250 1.2529 1.5500 0.0729
O 4.2671 1.4941 1.1046 -0.0631
H 0.2016 3.4063 -1.9808 0.0104
H 1.0471 3.7008 -0.7181 0.2853
O 0.1849 3.8323 -1.0641 -0.4128
H 1.7231 -2.4874 3.3023 -0.0060
H 0.7470 -1.3125 3.2833 -0.0036
O 1.1457 -1.9747 2.7037 0.0353
H -0.8692 -3.2631 -3.8512 -0.0072
H -2.0877 -2.4170 -3.3629 -0.0029
O -1.3695 -2.4669 -4.0535 0.0227
```

As for the expectation value of S²: 0.751. The calculation puts the energy above the lowest of the compared OMol25 structures with the same formula, charge and spin at 150.1 kcal per mole. The spin multiplicity is 2. The charge is -1.